10
Properties=species:S:1:pos:R:3:forces:R:3:lowdin_spin:R:1 method="wB97M-V/def2-TZVPD" s2=2.027 multiplicity=3 relative_energy_kcal_mol=155.2 e_lumo_ev="0.64 / -2.37" total_charge=0
C 1.54113 -1.92256 0.17392 0.303 -1.674 0.232 0.05
C -1.19090 -1.07668 -0.32113 -2.416 -0.677 0.287 0.88
C 0.96574 0.42567 0.38290 -1.998 1.788 0.746 0.06
N 1.40932 -0.75469 0.33047 0.760 1.091 0.100 0.03
N -1.53060 1.68235 0.46628 -1.682 -1.015 2.353 0.55
S -0.80848 0.47751 -0.21241 3.763 1.748 -2.051 0.36
H 2.07731 -2.51191 -0.56752 -0.215 0.396 0.036 0.00
H -2.29164 -1.15162 -0.34996 0.428 -0.803 0.077 0.05
H 1.15005 1.29356 1.07609 0.494 -1.454 -0.820 0.00
H -1.49201 2.62447 0.15215 0.564 0.599 -0.959 0.02